No. 1
ORCA calculation (the ωB97M-V functional and the def2-TZVPD basis) on a structure of composition C63H44GeIrN4.

Each line ends with the Löwdin spin population.
CARTESIAN COORDINATES (ANGSTROEM)
Ir (-1.5992, 0.0125, -0.0229)  0.173
C (0.1471, 5.6563, 4.9319)  0.021
C (-0.9065, 4.8403, 5.3152)  -0.001
C (-1.3611, 3.8378, 4.4725)  0.023
C (-0.7660, 3.6253, 3.2273)  0.029
C (0.2791, 4.4745, 2.8431)  0.025
C (0.7346, 5.4725, 3.6874)  0.000
C (-1.1800, 2.5428, 2.3127)  0.291
C (-1.1657, 1.2102, 2.7883)  0.075
C (-0.9296, 0.8412, 4.1259)  0.097
C (-0.9745, -0.5315, 4.1788)  0.095
C (-1.2329, -0.9935, 2.8739)  0.089
C (-1.3225, -2.3604, 2.4836)  0.349
C (-0.9311, -3.3982, 3.4518)  0.035
C (-1.4442, -3.4691, 4.7515)  0.034
C (-0.9545, -4.3870, 5.6671)  -0.001
C (0.0466, -5.2768, 5.3062)  0.033
C (0.5221, -5.2666, 4.0009)  0.000
C (0.0397, -4.3437, 3.0901)  0.034
C (-1.6888, -2.7942, 1.1818)  0.078
N (-1.8076, -2.0142, 0.0643)  0.115
C (-2.1345, -2.8503, -0.9754)  0.077
C (-2.2634, -2.4731, -2.3377)  0.279
C (-2.3516, -3.5633, -3.3269)  0.027
C (-3.3705, -3.6268, -4.2810)  0.026
C (-3.4058, -4.6449, -5.2210)  0.000
C (-2.4288, -5.6293, -5.2258)  0.024
C (-1.4155, -5.5887, -4.2768)  0.000
C (-1.3801, -4.5713, -3.3397)  0.026
C (-2.2665, -1.1395, -2.8035)  0.047
C (-2.3746, -0.7419, -4.1654)  0.034
C (-2.3467, 0.6252, -4.1914)  0.017
C (-2.2004, 1.0591, -2.8514)  0.054
N (-2.1518, -0.0298, -2.0078)  0.143
C (-2.1436, 2.3985, -2.4631)  0.207
C (-1.9870, 2.8549, -1.1469)  0.061
C (-2.0514, 4.2147, -0.7561)  0.023
C (-1.7559, 4.2556, 0.5804)  0.049
C (-1.5058, 2.9171, 0.9925)  0.048
N (-1.6821, 2.0656, -0.0630)  0.109
C (-2.1051, 3.4352, -3.5276)  0.025
C (-3.2466, 4.0594, -4.0161)  0.007
C (-3.1461, 5.0432, -4.9909)  0.002
C (-1.9057, 5.4172, -5.4837)  0.000
C (-0.7593, 4.8069, -4.9921)  0.003
C (-0.8609, 3.8259, -4.0198)  0.008
C (-2.3194, -4.1616, -0.4833)  0.071
C (-2.0346, -4.1271, 0.8620)  0.083
N (-1.3528, 0.0772, 2.0255)  0.079
H (0.5067, 6.4347, 5.5932)  0.002
H (-1.3829, 4.9910, 6.2765)  0.000
H (-2.2076, 3.2298, 4.7627)  0.000
H (0.7384, 4.3294, 1.8734)  0.001
H (1.5594, 6.1030, 3.3788)  0.000
H (-0.7307, 1.5088, 4.9433)  0.004
H (-0.8137, -1.1406, 5.0476)  0.004
H (-2.2571, -2.8150, 5.0372)  0.001
H (-1.3528, -4.4077, 6.6746)  -0.001
H (0.4523, -5.9719, 6.0307)  0.002
H (1.2852, -5.9732, 3.6973)  -0.001
H (0.4319, -4.3291, 2.0813)  0.001
H (-4.1557, -2.8822, -4.2627)  0.001
H (-4.2057, -4.6758, -5.9509)  0.000
H (-2.4527, -6.4229, -5.9620)  0.002
H (-0.6502, -6.3550, -4.2730)  0.000
H (-0.5812, -4.5335, -2.6110)  0.001
H (-2.4405, -1.4020, -5.0119)  0.002
H (-2.4200, 1.2747, -5.0484)  0.000
H (-2.3087, 5.0391, -1.4006)  0.000
H (-1.7465, 5.1176, 1.2249)  0.002
H (-4.2155, 3.7823, -3.6192)  0.001
H (-4.0406, 5.5283, -5.3624)  0.000
H (-1.8290, 6.1795, -6.2489)  0.000
H (0.2144, 5.1023, -5.3633)  0.000
H (0.0242, 3.3517, -3.6139)  0.001
H (-2.6587, -5.0081, -1.0557)  0.002
H (-2.1003, -4.9391, 1.5660)  0.003
C (0.2455, -0.3610, -0.6645)  0.642
Ge (2.0538, -0.1500, -0.0018)  0.090
C (2.7795, 1.5071, -0.8198)  0.016
C (3.9944, 2.0633, -0.4280)  0.001
C (4.4522, 3.2437, -0.9969)  0.001
C (3.7066, 3.8727, -1.9841)  0.000
C (2.5132, 3.3089, -2.4126)  0.001
C (2.0537, 2.1374, -1.8287)  0.015
C (2.5350, -0.0942, 1.9115)  0.009
C (2.6254, -1.2801, 2.6372)  0.002
C (3.0264, -1.2737, 3.9645)  0.000
C (3.3232, -0.0728, 4.5919)  0.000
C (3.1979, 1.1187, 3.8927)  0.001
C (2.8088, 1.1066, 2.5609)  0.002
C (3.0996, -1.6456, -0.7936)  0.007
C (4.1190, -2.3007, -0.1068)  0.002
C (4.7963, -3.3693, -0.6785)  0.000
C (4.4660, -3.8019, -1.9544)  0.001
C (3.4783, -3.1356, -2.6669)  0.000
C (2.8065, -2.0695, -2.0894)  0.003
H (0.2182, -1.1322, -1.4384)  0.040
H (4.5887, 1.5691, 0.3338)  0.000
H (5.3937, 3.6720, -0.6736)  0.000
H (4.0593, 4.7966, -2.4262)  0.000
H (1.9434, 3.7842, -3.2025)  0.000
H (1.1124, 1.6932, -2.1390)  0.014
H (2.3757, -2.2199, 2.1575)  0.000
H (3.0783, -2.2072, 4.5136)  0.000
H (3.6193, -0.0628, 5.6343)  0.000
H (3.3913, 2.0636, 4.3877)  0.000
H (2.7198, 2.0391, 2.0148)  0.000
H (4.3834, -1.9758, 0.8931)  0.000
H (5.5821, -3.8688, -0.1238)  0.000
H (4.9761, -4.6497, -2.3946)  0.000
H (3.2230, -3.4541, -3.6704)  0.000
H (2.0331, -1.5538, -2.6487)  0.000

Computed properties:
energy = -4827.438384 hartree
charge = -1
spin multiplicity = 5
⟨S²⟩ = 6.05
Kohn-Sham gap (alpha / beta) = 4.329 / 4.690 eV
max |F| = 0.69 eV/Å
E_HOMO (alpha / beta) = -0.08291 / -0.16783 Eh

=====

No. 2
ORCA calculation (the ωB97M-V functional and the def2-TZVPD basis) on a cluster of 2 separate species, CH5N3O2 in total at a distorted geometry.

Each line ends with the Löwdin charge.
CARTESIAN COORDINATES (ANGSTROEM)
C (1.5317, -1.1235, -0.0046)  0.260
N (-0.0553, 1.6056, 0.0260)  0.018
N (-0.2792, 0.2968, -0.0403)  -0.093
N (-1.4543, -0.3143, 0.0064)  -0.507
O (-1.4558, -1.5195, 0.0191)  0.023
O (-2.4272, 0.4233, 0.0167)  0.025
H (1.4331, -1.4525, -1.0181)  0.029
H (2.2317, -0.3539, 0.2442)  0.028
H (1.1421, -1.7541, 0.7695)  0.023
H (-0.4669, 2.0803, 0.8258)  0.098
H (-0.1999, 2.1119, -0.8446)  0.096

Computed properties:
energy above the lowest of the compared OMol25 structures with the same formula, charge and spin = 610.9 kJ/mol
energy = -355.591534 hartree
Kohn-Sham gap (alpha / beta) = 8.275 / 8.267 eV
max |F| = 5.31 eV/Å
E_HOMO (alpha / beta) = -0.34560 / -0.34546 Eh

=====

No. 3
ORCA calculation (the ωB97M-V functional and the def2-TZVPD basis) on a structure of composition C6H8LaLiO6 at a distorted geometry.

Each line ends with the Löwdin spin population.
CARTESIAN COORDINATES (ANGSTROEM)
O (-0.7010, 1.2524, -1.2698)  0.002
O (0.7100, 2.0300, 0.3128)  0.000
C (0.5721, 2.3577, 1.6875)  0.001
C (-0.9353, 2.3470, 1.8734)  0.006
O (-1.3460, 1.3300, 0.9503)  0.015
C (-0.3001, 1.1574, -0.0671)  0.002
H (1.0611, 1.5952, 2.3136)  0.000
H (1.0295, 3.3361, 1.8643)  0.000
H (-1.3965, 3.2985, 1.5797)  0.000
H (-1.2516, 2.0713, 2.8852)  0.006
O (-0.5505, -1.2342, 0.7906)  0.016
O (0.1592, -1.6069, -3.0892)  0.000
C (0.1726, -2.5360, -2.0838)  0.000
C (1.2286, -2.2372, -1.0140)  0.000
O (1.1327, -0.8428, -0.6147)  0.000
C (0.1701, -0.4445, 0.1675)  0.002
H (-0.8126, -2.6185, -1.5685)  0.000
H (0.4054, -3.5711, -2.4263)  0.000
H (2.2433, -2.3203, -1.4197)  0.000
H (1.1175, -2.8796, -0.1309)  0.000
Li (0.0300, 0.1288, -2.6260)  0.003
La (-2.7385, -0.6135, 1.8853)  0.946

Computed properties:
energy above the lowest of the compared OMol25 structures with the same formula, charge and spin = 0.0 kJ/mol
energy = -723.704169 hartree
charge = +1
spin multiplicity = 2
⟨S²⟩ = 0.75
Kohn-Sham gap (alpha / beta) = 4.482 / 4.431 eV
max |F| = 2.87 eV/Å
E_HOMO (alpha / beta) = -0.36840 / -0.36837 Eh

=====

No. 4
ORCA calculation (the ωB97M-V functional and the def2-TZVPD basis) on a cluster of 2 separate species, C3H9NO2 in total at a distorted geometry.

Each line ends with the Löwdin charge.
CARTESIAN COORDINATES (ANGSTROEM)
C (0.1449, 0.6782, -1.6320)  -0.076
C (0.9966, 0.6221, -0.3759)  -0.399
N (0.4023, 1.4898, 0.7161)  0.034
C (2.3023, 1.3208, -0.6496)  -0.264
O (3.3708, 1.0300, -0.1928)  0.075
H (-0.7938, 0.1458, -1.5497)  0.076
H (-0.0529, 1.7169, -1.8588)  0.072
H (0.7543, 0.3800, -2.4868)  0.080
H (1.0376, -0.3795, 0.0462)  0.135
H (-0.2603, 0.9636, 1.2715)  0.069
H (1.1991, 1.6983, 1.3112)  0.063
H (2.1839, 2.2397, -1.2598)  0.136
O (-3.7184, -3.8755, 2.6198)  -0.065
H (-3.1508, -4.4000, 2.0420)  0.032
H (-4.4156, -3.6302, 1.9985)  0.033

Computed properties:
energy above the lowest of the compared OMol25 structures with the same formula, charge and spin = 171.3 kJ/mol
energy = -324.907380 hartree
Kohn-Sham gap = 10.549 eV
max |F| = 1.81 eV/Å
E_HOMO = -0.36346 Eh